[1]
Entry from the OMol25 dataset: C9H14N2O2 as an isolated structure in a non-equilibrium geometry (ωB97M-V/def2-TZVPD).

Positions of all 27 atoms, in Å:
O: 0.19 -2.49 -1.83
O: 1.32 -3.02 -0.05
N: -1.61 0.50 -0.69
N: -1.86 -0.62 0.93
C: 0.81 -2.15 -0.63
C: 1.28 1.74 -0.08
C: 1.37 -0.43 1.34
C: -3.85 0.95 0.56
C: 0.58 -0.79 0.02
C: 2.95 -0.13 -0.73
C: -2.73 0.09 0.13
C: 1.71 0.24 0.07
C: -0.84 -0.38 0.02
H: -1.51 0.96 -1.60
H: -3.60 1.92 1.31
H: 2.23 2.19 0.12
H: -0.56 -1.91 -2.06
H: 1.00 0.21 2.18
H: 2.92 0.14 -1.75
H: 1.19 1.96 -1.09
H: -4.14 1.40 -0.38
H: 2.03 -1.15 1.68
H: 3.87 0.30 -0.35
H: 3.15 -1.18 -0.56
H: 0.47 2.08 0.48
H: -4.63 0.32 1.01
H: -1.74 -0.77 1.92

Results
E   -611.17264 hartree
Strongest force on any atom   3.6 eV/A
Orbital gap   7.08 eV
ΔE to the lowest compared entry with this formula, charge and spin   5.224 eV

These are the Löwdin partial charges, in e, on atoms 1 to 8: number 1, O, carries 0.09; number 2, O, carries 0.16; number 3, N, carries 0.14; number 4, N, carries 0.14; number 5, C, carries -0.47; number 6, C, carries -0.01; number 7, C, carries 0.02; number 8, C, carries -0.11

=====

[2]
Entry from the OMol25 dataset: one molecule with the formula C5H5N3 in a non-equilibrium geometry (ωB97M-V/def2-TZVPD).

Positions of all 13 atoms, in Å:
N: 0.14 1.68 2.57
N: -0.33 2.23 -2.25
N: 0.54 -0.51 1.55
C: -0.34 1.30 -1.58
C: -0.40 -1.22 -1.45
C: 0.50 1.10 1.56
C: -0.23 0.13 -0.80
C: 0.03 0.24 0.51
H: -0.65 -1.96 -0.70
H: 0.51 -1.53 -1.96
H: 0.21 0.93 3.34
H: -1.20 -1.17 -2.19
H: 1.24 -1.22 1.40

Results
SMILES string   [H]/N=C1/N/C1=C(\C)C#N
E   -357.63813 hartree
Strongest force on any atom   4.1 eV/A
Orbital gap   8.43 eV
ΔE to the lowest compared entry with this formula, charge and spin   3.660 eV

These are the Löwdin partial charges, in e, on atoms 1 to 8: number 1, N, carries 0.16; number 2, N, carries 0.16; number 3, N, carries 0.11; number 4, C, carries -0.21; number 5, C, carries -0.04; number 6, C, carries -0.18; number 7, C, carries -0.25; number 8, C, carries -0.22

=====

[3]
Entry from the OMol25 dataset: a 9-piece molecular cluster, H18O9 overall (ωB97M-V/def2-TZVPD).

Positions of all 27 atoms, in Å:
O: -6.89 -7.91 -1.56
O: -9.06 -9.78 0.64
O: -7.33 -7.66 1.80
O: -9.62 -6.87 -1.83
O: -4.20 -8.16 -3.03
O: -5.43 -6.01 0.33
O: -5.49 -10.13 -4.85
O: -9.33 -6.00 0.73
O: -8.26 -3.83 -1.76
H: -8.77 -7.34 -1.89
H: -8.54 -9.14 1.14
H: -4.53 -5.97 -0.02
H: -6.49 -7.41 1.40
H: -3.65 -7.37 -3.02
H: -3.85 -8.72 -2.33
H: -7.42 -7.11 2.58
H: -6.24 -8.17 -2.22
H: -9.27 -9.35 -0.19
H: -4.97 -10.85 -4.48
H: -5.50 -9.46 -4.16
H: -6.47 -7.19 -1.07
H: -7.87 -4.71 -1.77
H: -9.23 -5.32 1.40
H: -5.69 -5.09 0.44
H: -9.12 -3.97 -2.16
H: -9.65 -6.56 -0.91
H: -8.65 -6.68 0.94

Results
SMILES string   O.O.O.O.O.O.O.O.O
E   -687.95022 hartree
Strongest force on any atom   0.4 eV/A
Orbital gap   9.68 eV
ΔE to the lowest compared entry with this formula, charge and spin   2.057 eV

These are the Löwdin partial charges, in e, on atoms 1 to 8: number 1, O, carries -0.04; number 2, O, carries -0.06; number 3, O, carries -0.04; number 4, O, carries -0.08; number 5, O, carries -0.04; number 6, O, carries -0.03; number 7, O, carries -0.06; number 8, O, carries -0.06

=====

[4]
Entry from the OMol25 dataset: C30H49N5O3S2Ti as an isolated structure (ωB97M-V/def2-TZVPD).

Positions of all 90 atoms, in Å:
Ti: -0.70 -0.21 -0.16
S: -4.29 -3.35 -1.24
S: 0.80 -2.25 0.59
O: 3.68 -0.56 0.78
O: 1.09 0.86 0.81
O: 0.14 -0.58 3.14
N: 2.07 -2.11 -1.76
N: 2.79 -3.79 -0.32
N: -0.09 0.00 -1.95
N: -2.22 -1.59 -0.58
N: -1.99 1.29 0.47
C: 3.83 -6.52 1.89
C: -3.07 -2.34 -0.85
C: -2.85 -0.14 2.24
C: 1.44 -6.41 1.92
C: 3.58 0.83 0.61
C: 1.46 -5.34 1.04
C: 2.62 -7.01 2.36
C: -1.58 4.95 -1.60
C: 0.64 0.76 -4.14
C: -0.67 3.16 -0.28
C: -1.07 -1.06 -3.92
C: 2.68 -4.83 0.59
C: 1.91 -2.73 -0.64
C: -3.53 2.22 2.19
C: 0.88 4.96 -1.05
C: -2.83 4.35 -1.51
C: -4.02 4.96 -2.22
C: -1.91 2.52 -0.18
C: 0.28 -1.77 3.89
C: -0.55 0.25 -3.31
C: -1.66 1.30 -3.31
C: -2.99 3.17 -0.81
C: 1.33 0.18 3.11
C: -3.20 1.02 1.29
C: 2.24 1.22 0.03
C: -4.46 0.61 0.49
C: 1.10 1.33 2.16
C: 4.99 -0.93 1.16
C: -0.49 4.35 -0.98
C: 3.86 -5.44 1.03
H: -4.89 5.01 -1.56
H: -5.07 1.47 0.22
H: -0.28 -1.81 -3.91
H: -1.31 2.23 -2.86
H: -2.51 0.94 -2.73
H: 2.17 -0.43 2.75
H: 4.99 -2.01 1.33
H: 1.56 0.56 4.11
H: 0.54 -4.88 0.71
H: 1.46 0.05 -4.10
H: 1.05 -2.42 3.46
H: 2.79 -2.56 -2.33
H: 5.72 -0.68 0.38
H: -4.30 4.36 -3.09
H: 3.78 1.34 1.56
H: -5.09 -0.05 1.10
H: -3.82 3.10 1.61
H: 4.76 -6.97 2.22
H: 0.53 -1.53 4.93
H: 0.63 -0.73 -1.99
H: 0.12 1.78 2.35
H: -3.97 2.71 -0.81
H: -2.00 0.12 2.87
H: -1.45 5.87 -2.15
H: 1.30 5.12 -0.05
H: 2.58 -7.85 3.04
H: 4.81 -5.04 0.70
H: -0.68 -2.28 3.86
H: 1.87 2.09 2.29
H: 0.18 2.72 0.22
H: -4.36 1.97 2.86
H: 3.68 -3.73 -0.80
H: -1.91 -1.43 -3.34
H: -2.66 2.49 2.79
H: -3.71 -0.36 2.87
H: -3.80 5.97 -2.57
H: 0.99 1.71 -3.73
H: -4.19 0.07 -0.41
H: 0.35 0.92 -5.18
H: 4.35 1.20 -0.09
H: 0.48 -6.78 2.26
H: 2.25 2.30 -0.11
H: 2.08 0.74 -0.94
H: -1.99 1.50 -4.33
H: 1.58 4.32 -1.59
H: -1.40 -0.90 -4.96
H: 0.86 5.93 -1.56
H: -2.61 -1.05 1.69
H: 5.29 -0.42 2.09

Results
Multiplicity   3
Total charge   -2
E   -3317.92487 hartree
Strongest force on any atom   0.4 eV/A
Orbital gap (spin up / spin down)   1.87 / 6.94 eV
ΔE to the lowest compared entry with this formula, charge and spin   0.000 eV
<S²>   2.006

These are the Löwdin partial charges, in e, on atoms 1 to 8: number 1, Ti, carries 0.75; number 2, S, carries 0.42; number 3, S, carries 0.70; number 4, O, carries -0.26; number 5, O, carries -0.31; number 6, O, carries -0.27; number 7, N, carries 0.04; number 8, N, carries 0.03

=====

[5]
Entry from the OMol25 dataset: one molecule with the formula C3H3ClFN3 in a non-equilibrium geometry (ωB97M-V/def2-TZVPD).

Positions of all 11 atoms, in Å:
Cl: 3.11 0.30 -0.16
F: 0.92 -2.50 -0.30
N: -1.87 1.34 0.18
N: 0.53 1.04 0.09
N: -0.66 -0.77 -0.15
C: 0.66 -1.17 -0.08
C: 1.43 -0.01 0.00
C: -0.78 0.63 0.05
H: 0.75 1.91 0.48
H: -1.42 -1.53 -0.17
H: -2.67 0.75 0.05

Results
SMILES string   [H]/N=c1\[nH]c(F)c(Cl)[nH]1
E   -840.41084 hartree
Strongest force on any atom   2.8 eV/A
Orbital gap   8.44 eV
ΔE to the lowest compared entry with this formula, charge and spin   0.314 eV

These are the Löwdin partial charges, in e, on atoms 1 to 8: number 1, Cl, carries 0.70; number 2, F, carries 0.07; number 3, N, carries 0.08; number 4, N, carries 0.08; number 5, N, carries 0.13; number 6, C, carries -0.29; number 7, C, carries -0.66; number 8, C, carries -0.45